260
Properties=species:S:1:pos:R:3 method="wB97M-V/def2-TZVPD" multiplicity=2 molar_mass_g_mol=1321.2 e_tot_ev=-110964.7153 total_charge=+1 fmax_ev_per_a=4.000 s_squared=0.75
C 23.3035 30.0190 -21.4536
C 24.5212 30.9421 -21.0759
N 24.4457 31.5838 -19.7324
C 24.3596 30.6660 -18.5752
C 25.5849 29.8114 -18.4510
C 23.4127 32.6901 -19.7178
C 24.0354 33.7758 -20.5493
H 23.4326 29.5890 -22.4469
H 22.3491 30.5455 -21.4479
H 23.3009 29.1500 -20.7956
H 25.4843 30.4326 -21.0465
H 24.5962 31.7368 -21.8182
H 24.1496 31.1947 -17.6455
H 23.4292 30.1099 -18.6904
H 25.5399 29.0510 -19.2306
H 26.5516 30.3094 -18.5258
H 25.5335 29.2293 -17.5309
H 23.4402 33.0857 -18.7025
H 22.4066 32.3681 -19.9865
H 23.6644 34.7688 -20.2957
H 23.9599 33.5027 -21.6018
H 25.1066 33.8839 -20.3789
C 21.5319 27.1408 -19.1953
C 20.2799 26.9437 -18.4115
N 20.1234 25.5213 -18.0332
C 21.1679 25.1641 -17.0714
C 21.4102 23.7014 -16.9847
C 18.7474 25.2442 -17.5400
C 17.6446 25.2924 -18.6263
H 22.4343 27.2560 -18.5949
H 21.4185 28.0628 -19.7656
H 21.6547 26.3407 -19.9252
H 20.1604 27.7276 -17.6636
H 19.4062 27.1550 -19.0279
H 22.1688 25.5879 -17.1521
H 20.8393 25.5402 -16.1025
H 20.5631 23.2355 -16.4813
H 21.6082 23.2837 -17.9718
H 22.3756 23.5939 -16.4902
H 18.4512 25.8815 -16.7068
H 18.6174 24.2467 -17.1203
H 17.4732 26.2831 -19.0473
H 16.7131 24.8761 -18.2426
H 17.9779 24.6877 -19.4698
C 21.8852 26.8688 -9.4973
C 20.6447 27.6664 -9.8147
N 19.6015 27.0011 -10.5774
C 18.3244 27.7439 -10.4624
C 17.0567 26.9889 -10.9536
C 20.0665 26.6534 -11.9294
C 20.3678 27.8312 -12.8709
H 22.3346 26.3986 -10.3720
H 21.6589 26.1252 -8.7332
H 22.6604 27.5087 -9.0760
H 20.2297 27.9600 -8.8505
H 20.7806 28.6193 -10.3261
H 18.1928 27.9176 -9.3944
H 18.4245 28.7388 -10.8962
H 16.8683 26.0951 -10.3588
H 16.2045 27.6626 -10.8637
H 17.1552 26.7313 -12.0082
H 19.3432 25.9566 -12.3528
H 20.9511 26.0178 -11.8896
H 19.5067 28.4994 -12.8825
H 20.4482 27.5414 -13.9186
H 21.2134 28.4349 -12.5410
C 10.0271 25.3614 -16.2264
C 10.2456 26.4246 -17.3667
N 11.6685 26.5787 -17.8300
C 12.2164 25.2279 -18.1024
C 13.5919 25.1583 -18.7217
C 11.6034 27.4331 -19.0318
C 11.4068 28.9323 -18.7239
H 10.8864 25.4649 -15.5638
H 9.8947 24.3464 -16.6008
H 9.0409 25.5431 -15.7991
H 9.6371 26.1814 -18.2377
H 9.8550 27.3867 -17.0353
H 11.5317 24.6696 -18.7408
H 12.3164 24.6696 -17.1716
H 13.5719 25.5119 -19.7526
H 13.9200 24.1197 -18.7640
H 14.3357 25.6747 -18.1150
H 12.5192 27.3516 -19.6172
H 10.9433 27.0577 -19.8138
H 10.5504 29.2747 -18.1430
H 12.2851 29.3170 -18.2055
H 11.3442 29.4408 -19.6859
C 23.4653 27.8091 -15.4794
C 24.8729 27.5285 -14.9406
N 25.5593 26.4312 -15.6268
C 26.9704 26.4602 -15.3099
C 27.8358 27.3179 -16.2290
C 25.0195 25.1053 -15.2192
C 25.1973 24.0186 -16.3607
H 22.7584 26.9795 -15.4650
H 23.5747 28.0295 -16.5412
H 23.0148 28.6923 -15.0265
H 25.4346 28.4523 -15.0791
H 24.8218 27.3601 -13.8649
H 27.1800 26.7687 -14.2857
H 27.3372 25.4357 -15.2470
H 27.8877 26.8760 -17.2240
H 27.4141 28.2798 -16.5205
H 28.8739 27.4547 -15.9263
H 23.9346 25.1243 -15.1162
H 25.5126 24.8732 -14.2752
H 24.5217 24.3514 -17.1486
H 24.8532 23.0252 -16.0729
H 26.2030 23.9121 -16.7672
C 21.2752 20.8834 -14.0496
C 20.8058 21.9060 -12.9652
N 21.4726 21.5209 -11.6762
C 21.7909 22.6961 -10.8279
C 20.5284 23.4032 -10.3026
C 20.8322 20.3826 -10.9614
C 21.8068 19.9009 -9.8665
H 21.2389 21.3167 -15.0492
H 20.6641 19.9846 -13.9680
H 22.3090 20.5824 -13.8797
H 21.1699 22.8557 -13.3571
H 19.7247 22.0374 -12.9209
H 22.3218 22.3342 -9.9474
H 22.3901 23.4416 -11.3507
H 19.9153 22.7962 -9.6365
H 20.8350 24.2683 -9.7147
H 19.9325 23.7789 -11.1345
H 20.6232 19.5868 -11.6763
H 19.9018 20.6191 -10.4453
H 21.3969 18.9614 -9.4957
H 21.8336 20.5172 -8.9679
H 22.7796 19.6538 -10.2917
C 23.9709 17.6773 -20.2556
C 23.8786 19.1275 -19.7638
N 24.8954 19.3976 -18.7095
C 26.2231 19.4250 -19.3267
C 26.3620 20.3642 -20.5475
C 24.7182 20.5888 -17.9245
C 23.5846 20.4744 -16.9290
H 23.8215 17.1099 -19.3371
H 24.9221 17.5248 -20.7656
H 23.2292 17.2786 -20.9478
H 23.8444 19.8581 -20.5720
H 22.8818 19.1983 -19.3285
H 26.8823 19.8244 -18.5559
H 26.5620 18.4799 -19.7509
H 25.8177 20.1023 -21.4548
H 25.9387 21.3398 -20.3084
H 27.3681 20.4710 -20.9529
H 24.5676 21.5413 -18.4325
H 25.5998 20.7992 -17.3190
H 23.4656 21.4195 -16.3992
H 23.7539 19.7354 -16.1460
H 22.7466 20.0502 -17.4821
C 16.1724 17.4652 -17.1960
C 16.3302 18.1314 -15.8141
N 17.1810 19.3573 -15.8231
C 16.7346 20.3754 -16.7715
C 17.7056 21.4996 -16.8898
C 17.5786 19.7521 -14.4666
C 17.9869 18.6990 -13.4189
H 17.1106 17.1962 -17.6812
H 15.6316 18.0489 -17.9410
H 15.6558 16.5231 -17.0127
H 15.3806 18.3782 -15.3392
H 16.7566 17.3076 -15.2417
H 15.7529 20.8133 -16.5909
H 16.7456 19.9756 -17.7855
H 18.7305 21.1617 -17.0432
H 17.7303 22.1529 -16.0176
H 17.4829 22.0335 -17.8136
H 18.4678 20.3680 -14.6011
H 16.8220 20.3953 -14.0173
H 18.3396 19.1576 -12.4951
H 17.0597 18.1559 -13.2362
H 18.7040 17.9295 -13.7048
C 18.9214 31.1294 -20.8086
O 19.2415 30.6706 -19.7123
N 17.9749 30.6090 -21.6328
C 17.5643 31.4217 -22.7886
C 17.1907 29.4459 -21.3276
H 19.2898 32.0928 -21.1937
H 17.5640 30.7812 -23.6705
H 18.2888 32.2104 -22.9916
H 16.5793 31.8720 -22.6654
H 17.2339 28.7009 -22.1221
H 17.5870 29.0334 -20.3998
H 16.1479 29.6294 -21.0689
C 18.9450 26.9080 -24.0476
O 19.0134 27.7789 -24.8957
N 19.4362 26.9876 -22.7419
C 19.2981 25.9069 -21.7719
C 20.0000 28.2323 -22.2687
H 18.3106 26.0148 -24.1577
H 18.8116 26.2654 -20.8648
H 20.2698 25.5082 -21.4806
H 18.7297 25.0882 -22.2131
H 21.0766 28.0668 -22.3080
H 19.7135 29.1079 -22.8512
H 19.8823 28.3198 -21.1886
C 20.0924 31.4840 -14.2334
O 20.3137 32.4623 -13.4901
N 20.7358 31.2068 -15.3814
C 20.5390 30.0015 -16.1994
C 21.8544 32.0819 -15.8384
H 19.3260 30.7339 -13.9841
H 19.9469 30.1577 -17.1012
H 19.9078 29.4118 -15.5346
H 21.4345 29.4189 -16.4154
H 22.0676 32.9368 -15.1967
H 22.7451 31.4673 -15.9687
H 21.6302 32.4070 -16.8543
C 16.0969 28.4442 -15.3295
O 17.2921 28.3632 -15.6866
N 15.0416 28.3196 -16.1245
C 13.7160 28.1430 -15.5913
C 15.1213 28.3368 -17.5904
H 15.8494 28.5423 -14.2612
H 13.1521 28.9857 -15.9913
H 13.6570 28.1935 -14.5041
H 13.3779 27.2206 -16.0636
H 14.3776 27.7561 -18.1361
H 15.0821 29.3748 -17.9208
H 16.0605 27.8814 -17.9044
C 15.6413 23.6724 -13.2280
O 15.6357 23.5550 -11.9903
N 14.9956 24.6350 -13.8599
C 15.2052 24.7489 -15.3080
C 14.0362 25.4733 -13.1349
H 16.2153 23.0418 -13.9244
H 15.4490 25.7646 -15.6195
H 14.3464 24.5651 -15.9535
H 15.9834 24.0603 -15.6372
H 13.0768 25.3041 -13.6238
H 13.9729 25.2831 -12.0635
H 14.1888 26.5526 -13.1407
C 25.4415 26.4049 -21.8340
O 24.9148 26.2341 -22.9626
N 25.1594 25.6303 -20.7390
C 24.1063 24.6034 -20.8120
C 25.9955 25.6389 -19.5405
H 26.3173 27.0662 -21.7450
H 24.6073 23.6438 -20.9401
H 23.4107 24.7462 -21.6389
H 23.5468 24.7059 -19.8823
H 26.8570 26.2465 -19.8176
H 25.4947 26.2197 -18.7660
H 26.3029 24.6666 -19.1553
C 21.1541 20.3041 -21.5862
O 20.6736 19.7942 -20.6120
N 21.0272 21.6007 -21.8985
C 21.6253 22.1712 -23.0865
C 20.3975 22.5889 -21.0446
H 21.7196 19.7481 -22.3499
H 20.8814 22.7991 -23.5768
H 22.0095 21.4447 -23.8026
H 22.4814 22.7746 -22.7846
H 21.0875 23.3150 -20.6147
H 19.6602 23.1896 -21.5771
H 19.8126 22.2245 -20.2001